a:
Entry from the Open Molecules 2025 dataset: a cluster of 2 separate species, H2N2O3S in total (ωB97M-V/def2-TZVPD).

```
8
Properties=species:S:1:pos:R:3:lowdin_charge:R:1
N -2.2101 -0.4319 -1.0754 -0.259
N 0.0949 -0.1896 0.2510 -0.478
O -3.2507 -0.9334 -0.7705 0.070
O -1.8237 0.1757 -2.0358 -0.077
O 0.6948 -1.4374 0.2464 -0.150
S 0.4191 0.6289 -1.0959 0.867
H 0.6140 -1.7582 1.1538 0.097
H -0.2530 1.7226 -0.6918 -0.071
```

Highest occupied orbital energy (spin up / spin down)   -7.9 / -9.8 eV
LUMO energy (spin up / spin down)   -1.40 / -0.16 eV

b:
Entry from the Open Molecules 2025 dataset: an isolated molecule of H2N2O3S (ωB97M-V/def2-TZVPD).

```
8
Properties=species:S:1:pos:R:3:lowdin_charge:R:1
N -1.4525 0.0724 -0.0657 -0.319
N 1.5354 0.3255 0.0922 -0.423
O 2.3189 0.7175 -0.7112 0.139
O 0.8091 -0.9596 -0.4516 -0.458
O 1.1608 0.6549 1.1271 0.108
S -0.5654 -1.2876 0.3475 0.854
H -1.9680 -0.2180 -0.9547 0.066
H -1.8382 0.6949 0.6164 0.033
```

Highest occupied orbital energy   -9.2 eV
LUMO energy   0.37 eV

Which one is the least stable? From the structures above, a.